1.
Molecular formula: C26H37N2O6PtSSi
Method: DFT, ωB97M-V/def2-TZVPD

Atoms and positions in Å:
Pt -1.94 0.40 -0.91
O -2.44 3.03 -4.57
C -3.50 2.37 -5.05
C -4.01 2.80 -6.29
C -5.10 2.17 -6.85
C -5.71 1.10 -6.20
C -5.21 0.68 -4.98
C -4.11 1.30 -4.39
C -3.60 0.81 -3.09
O -2.53 1.38 -2.61
N -4.27 -0.14 -2.48
N -3.65 -0.49 -1.29
C -3.97 -1.63 -0.77
C -3.40 -2.17 0.46
C -3.76 -3.46 0.84
C -3.28 -4.03 2.00
C -2.44 -3.28 2.82
C -2.06 -2.00 2.47
C -2.49 -1.42 1.28
O -2.16 -0.19 1.01
H -2.18 2.58 -3.73
H -3.52 3.62 -6.78
H -5.47 2.51 -7.80
H -6.57 0.60 -6.64
H -5.67 -0.14 -4.45
H -4.71 -2.22 -1.31
H -4.44 -4.01 0.20
H -3.57 -5.04 2.28
H -2.06 -3.71 3.74
H -1.41 -1.41 3.10
C 0.13 0.68 4.54
C 1.26 0.99 3.56
C 2.46 0.09 3.87
C 1.65 2.46 3.68
O 0.75 0.72 2.26
Si 1.55 0.60 0.83
S 0.36 0.81 -0.85
O 2.47 -0.78 0.80
C 2.13 -2.13 0.48
C 2.23 -2.33 -1.03
C 0.73 -2.46 0.98
C 3.17 -2.99 1.20
O 2.71 1.77 0.90
C 3.89 1.98 0.13
C 5.04 1.21 0.79
C 4.15 3.48 0.17
C 3.70 1.52 -1.32
H 0.42 0.96 5.56
H -0.11 -0.38 4.53
H -0.76 1.24 4.26
H 2.85 0.31 4.86
H 3.26 0.24 3.14
H 2.17 -0.96 3.83
H 1.97 2.68 4.70
H 0.78 3.08 3.45
H 2.44 2.71 2.99
H 1.52 -1.68 -1.54
H 2.02 -3.37 -1.28
H 3.24 -2.08 -1.37
H 0.00 -1.80 0.53
H 0.67 -2.35 2.06
H 0.46 -3.49 0.73
H 4.18 -2.71 0.88
H 3.01 -4.05 0.98
H 3.11 -2.84 2.28
H 5.22 1.61 1.79
H 5.95 1.31 0.20
H 4.77 0.16 0.87
H 4.31 3.81 1.20
H 3.30 4.02 -0.23
H 5.04 3.74 -0.42
H 3.55 0.44 -1.36
H 4.59 1.77 -1.90
H 2.83 2.00 -1.76

charge: -1
HOMO-LUMO gap: 7.150 eV

Mulliken atomic charge list, values in e, 2 entries:
1. Pt 0.5748
2. O -0.6986

---

2.
Molecular formula: C26H37N4OSSi2Sn
Method: DFT, ωB97M-V/def2-TZVPD

Atoms and positions in Å:
Sn -1.13 -1.02 -0.92
C -3.43 -2.33 1.94
Si -2.64 -2.83 0.29
C -4.07 -3.53 -0.75
C -1.52 -4.33 0.69
C -2.08 -5.56 1.08
C -1.30 -6.66 1.38
C 0.09 -6.55 1.30
C 0.66 -5.34 0.92
C -0.13 -4.22 0.62
Si 0.69 -2.56 0.17
C 2.16 -2.98 -0.94
C 1.44 -1.83 1.74
H -3.89 -3.19 2.43
H -4.20 -1.57 1.79
H -2.68 -1.90 2.61
H -4.60 -4.33 -0.22
H -3.72 -3.92 -1.71
H -4.80 -2.74 -0.97
H -3.16 -5.66 1.14
H -1.75 -7.60 1.67
H 0.72 -7.40 1.53
H 1.74 -5.27 0.86
H 2.83 -3.69 -0.44
H 2.73 -2.08 -1.16
H 1.83 -3.43 -1.88
H 2.19 -2.50 2.17
H 0.67 -1.64 2.50
H 1.90 -0.86 1.52
C -4.41 1.45 2.35
C -3.99 1.28 0.89
N -2.98 2.24 0.48
C -3.44 3.50 -0.10
C -3.26 4.69 0.83
C -1.64 1.99 0.52
S -1.12 0.46 1.23
N -0.87 2.92 0.00
C 0.49 2.96 0.13
O 1.18 2.60 1.07
C 1.16 3.66 -1.04
C 2.55 3.64 -1.12
C 3.21 4.26 -2.17
C 2.48 4.92 -3.15
C 1.09 4.95 -3.08
C 0.44 4.32 -2.03
H -5.18 0.72 2.61
H -4.81 2.45 2.53
H -3.55 1.29 3.00
H -4.85 1.41 0.23
H -3.61 0.27 0.74
H -4.50 3.37 -0.34
H -2.89 3.67 -1.03
H -3.82 4.56 1.76
H -3.62 5.61 0.35
H -2.21 4.82 1.07
H 3.09 3.12 -0.34
H 4.29 4.23 -2.22
H 2.99 5.41 -3.97
H 0.53 5.47 -3.84
H -0.64 4.33 -1.97
C 5.52 -0.32 -2.72
C 5.19 0.32 -1.41
N 4.10 0.11 -0.72
C 4.21 0.88 0.42
C 5.40 1.55 0.42
N 6.01 1.19 -0.77
H 4.60 -0.62 -3.21
H 6.13 -1.21 -2.57
H 6.07 0.36 -3.37
H 3.42 0.91 1.15
H 5.84 2.24 1.11
H 6.90 1.52 -1.10

charge: -1
energy relative to the best compared isomer or geometry (same formula, charge and spin): 19.9 kJ/mol
HOMO-LUMO gap: 6.437 eV

Mulliken atomic charge list, values in e, 2 entries:
1. Sn 0.0814
2. C -1.0604

---

3.
Molecular formula: C26H38AsAuBrNO5Si3
Method: DFT, ωB97M-V/def2-TZVPD

Atoms and positions in Å:
Au 0.02 0.08 1.05
O 5.14 3.30 3.78
C 4.15 2.82 3.30
C 4.05 2.04 1.99
O 4.92 1.90 1.16
C 2.67 1.49 1.91
C 1.83 2.11 2.95
O 0.61 2.00 3.02
C 2.74 2.86 3.91
O 2.41 3.37 4.95
O 2.27 0.65 1.08
N 0.54 -1.22 3.23
C -0.19 -2.42 3.35
C -1.37 -2.46 4.07
C -2.14 -3.62 4.08
C -1.72 -4.74 3.39
C -0.53 -4.71 2.68
C 0.23 -3.55 2.65
H 1.54 -1.35 3.17
H 0.31 -0.50 3.90
H -1.71 -1.58 4.60
H -3.07 -3.63 4.64
H -2.32 -5.64 3.40
H -0.19 -5.58 2.13
H 1.15 -3.51 2.07
Br -6.08 -2.15 2.65
C -4.39 -1.48 2.10
C -3.98 -0.24 2.55
C -2.72 0.23 2.17
C -1.89 -0.53 1.35
C -2.35 -1.76 0.90
C -3.59 -2.25 1.28
H -4.62 0.36 3.19
H -2.40 1.20 2.54
H -1.72 -2.38 0.26
H -3.93 -3.22 0.94
C -1.67 1.35 -4.36
Si -1.74 1.12 -2.51
C -2.32 2.68 -1.66
C -2.90 -0.28 -2.13
As 0.33 0.64 -1.47
Si 1.68 2.58 -1.81
C 1.28 3.69 -0.37
C 1.19 3.39 -3.41
C 3.49 2.17 -1.91
Si 1.32 -1.28 -2.43
C 3.16 -1.26 -2.14
C 0.58 -2.75 -1.56
C 0.90 -1.32 -4.25
H -2.69 1.55 -4.69
H -1.32 0.46 -4.87
H -1.04 2.19 -4.67
H -3.39 2.82 -1.84
H -1.80 3.57 -2.02
H -2.16 2.61 -0.58
H -3.82 -0.15 -2.71
H -3.15 -0.31 -1.07
H -2.48 -1.25 -2.40
H 0.33 4.21 -0.54
H 2.06 4.45 -0.24
H 1.19 3.14 0.57
H 0.19 3.83 -3.39
H 1.24 2.69 -4.25
H 1.90 4.20 -3.62
H 3.83 1.47 -1.15
H 4.04 3.10 -1.76
H 3.73 1.79 -2.90
H 3.40 -0.81 -1.18
H 3.70 -0.71 -2.92
H 3.51 -2.29 -2.14
H 0.55 -2.60 -0.48
H 1.20 -3.63 -1.77
H -0.44 -2.96 -1.90
H 1.17 -0.38 -4.74
H -0.17 -1.48 -4.39
H 1.43 -2.13 -4.75

spin multiplicity: 3
charge: 0
energy relative to the best compared isomer or geometry (same formula, charge and spin): 0.0 kJ/mol
HOMO-LUMO gap (alpha / beta): 6.857 / 6.392 eV

Mulliken atomic charge list, values in e, 2 entries:
1. Au 0.9443
2. O -0.5205

---

no.,energy (Ha)
1,-2381.20087
2,-2498.82792
3,-7258.50822